{
  "formula": "C23H22N7OV",
  "method": "the ωB97M-V functional and the def2-TZVPD basis",
  "total_energy_ha": -2292.13927,
  "total_charge": 1,
  "spin_multiplicity": 4,
  "homo_energy_ha": [-0.3804, -0.3999],
  "lumo_ev": [-2.4, -2.6],
  "elements": ["V", "C", "C", "C", "C", "C", "C", "C", "N", "N", "C", "C", "C", "C", "C", "C", "N", "C", "C", "C", "C", "C", "C", "N", "H", "H", "H", "H", "H", "H", "H", "H", "H", "H", "H", "H", "H", "H", "H", "H", "H", "H", "H", "H", "N", "C", "O", "C", "C", "N", "C", "N", "H", "H"],
  "xyz": [[-0.228, -0.156, 0.383], [1.954, 0.750, -1.612], [2.887, 0.631, -0.409], [2.844, -0.688, 0.327], [3.975, -1.487, 0.377], [3.948, -2.679, 1.081], [2.783, -3.039, 1.733], [1.692, -2.201, 1.633], [1.701, -1.050, 0.942], [0.555, 1.056, -1.224], [-0.370, 0.794, -2.358], [-1.811, 0.732, -1.894], [-2.852, 0.860, -2.795], [-4.152, 0.767, -2.329], [-4.373, 0.565, -0.977], [-3.281, 0.440, -0.143], [-2.018, 0.509, -0.587], [0.404, 2.468, -0.762], [0.505, 2.639, 0.740], [0.862, 3.852, 1.301], [0.906, 3.966, 2.680], [0.592, 2.863, 3.457], [0.235, 1.688, 2.826], [0.186, 1.573, 1.490], [1.937, -0.190, -2.163], [2.309, 1.529, -2.294], [2.694, 1.443, 0.296], [3.907, 0.782, -0.761], [4.872, -1.161, -0.131], [4.826, -3.310, 1.123], [2.704, -3.951, 2.307], [0.760, -2.445, 2.125], [-0.100, -0.169, -2.788], [-0.268, 1.560, -3.134], [-2.643, 1.037, -3.842], [-4.988, 0.858, -3.011], [-5.370, 0.494, -0.567], [-3.396, 0.268, 0.920], [-0.583, 2.813, -1.071], [1.138, 3.110, -1.256], [1.107, 4.688, 0.659], [1.186, 4.904, 3.143], [0.618, 2.905, 4.536], [-0.037, 0.800, 3.378], [-1.450, -3.721, -1.638], [-1.248, -2.782, -0.705], [-0.431, -1.839, -0.943], [-1.958, -2.854, 0.535], [-1.655, -1.850, 1.465], [-1.340, -0.978, 2.177], [-2.903, -3.883, 0.795], [-3.686, -4.720, 0.919], [-2.050, -4.512, -1.477], [-0.896, -3.679, -2.475]]
}